Below is a 2-piece molecular cluster, ClH3NOP overall in a non-equilibrium geometry, with properties calculated with ωB97M-V/def2-TZVPD.

```
7
Properties=species:S:1:pos:R:3:forces:R:3
N 0.4811 -0.3067 0.1027 -0.36 -2.46 -0.44
O -3.2527 -3.2369 0.7371 -0.81 0.57 -0.44
P -2.1565 -4.0307 1.2385 0.79 -0.53 0.48
Cl -1.5200 -3.2395 3.0418 0.03 -0.04 -0.05
H -0.2386 -1.0922 0.2792 1.15 1.82 -0.46
H 0.4308 -0.1168 -0.9323 0.21 -0.41 1.44
H 1.3704 -0.8462 0.2871 -1.01 1.05 -0.53
```
Forces are in eV/Å.

Calculated values
SMILES   O=PCl.N
Frontier orbital gap   9.2135 eV
Energy relative to the best compared isomer or geometry (same formula, charge and spin)   71.9 kJ/mol

Results of the Mulliken charge analysis, in e, for atoms 1 through 2:
1 N -0.657
2 O -0.331


Below is a 2-piece molecular cluster, ClH3O2SSi overall in a non-equilibrium geometry, with properties calculated with ωB97M-V/def2-TZVPD.

```
8
Properties=species:S:1:pos:R:3:forces:R:3
O 1.9402 -1.0320 0.9428 -0.21 0.83 -0.05
O -0.7114 -0.1480 0.4303 1.91 0.30 0.74
Si -2.0453 -0.5013 -0.1166 -3.79 -0.13 -1.06
S 2.9608 -0.8073 -0.3101 -0.64 -0.34 0.14
Cl 3.9142 0.9225 0.1124 0.18 0.27 0.16
H 1.1587 -0.4123 0.8899 0.51 -0.82 -0.30
H -3.3865 -0.6441 0.6609 1.31 -0.02 -0.22
H -2.5077 -0.5420 -1.5681 0.74 -0.09 0.60
```
Forces are in eV/Å.

Calculated values
SMILES   O=[SiH2].OSCl
Frontier orbital gap   7.4952 eV
Energy relative to the best compared isomer or geometry (same formula, charge and spin)   92.1 kJ/mol

Results of the Mulliken charge analysis, in e, for atoms 1 through 2:
1 O -0.422
2 O -0.295


Below is a 23-piece molecular cluster, ClH44O22 overall in a non-equilibrium geometry, with properties calculated with ωB97M-V/def2-TZVPD.

```
67
Properties=species:S:1:pos:R:3:forces:R:3
Cl -0.1487 0.1308 -0.2347 -0.10 -0.18 -0.18
O -5.2421 0.3661 2.1920 -0.37 0.05 0.13
H -5.2993 1.2319 1.7878 0.00 0.24 0.01
H -4.5781 -0.0947 1.6793 0.50 -0.41 -0.16
O -0.4914 -3.0482 -0.9849 0.23 -0.87 0.66
H -0.3005 -2.1247 -0.8202 0.04 0.56 -0.02
H -0.4400 -3.1379 -1.9365 -0.40 0.30 -0.50
O -2.2227 3.3318 2.8392 -0.26 0.50 -0.06
H -1.6483 2.9039 3.4742 0.22 -0.21 0.15
H -2.5411 2.6191 2.2852 0.01 -0.26 -0.04
O 1.7900 -4.8796 -0.8032 0.68 -0.32 -0.08
H 1.0977 -4.2321 -0.9363 -0.62 0.60 0.20
H 1.4521 -5.6787 -1.2074 -0.06 -0.22 -0.01
O 2.2473 -2.1501 3.8615 0.51 -0.08 0.17
H 1.4921 -2.5568 3.4367 -0.39 0.01 -0.31
H 2.1583 -2.3849 4.7852 0.04 0.07 0.27
O -1.2074 -2.8511 -3.8143 0.08 -0.50 0.24
H -0.6313 -3.5867 -4.0219 0.11 -0.23 -0.28
H -0.6708 -2.0742 -3.9718 0.36 0.57 -0.17
O 3.7177 -2.1883 -1.9499 0.02 0.22 -0.18
H 4.3369 -2.4940 -1.2871 0.03 -0.11 0.23
H 3.6026 -2.9374 -2.5346 0.07 -0.40 -0.13
O 0.3747 0.2316 -4.7771 -0.42 0.20 -0.57
H 0.5488 -0.0632 -3.8832 0.58 -0.33 0.37
H 0.0444 1.1242 -4.6753 -0.10 0.23 -0.15
O -3.3174 0.0701 -1.9914 -0.27 -0.13 -0.14
H -2.3740 0.2299 -1.9636 0.60 -0.08 0.11
H -3.7101 0.9081 -1.7469 -0.29 0.14 0.08
O 2.0001 0.1638 2.2344 0.67 0.24 -0.59
H 1.4675 0.0923 1.4423 -0.50 0.21 -0.46
H 1.8291 -0.6476 2.7126 0.11 -0.56 0.44
O 4.3072 0.4145 0.1980 0.24 -0.05 0.07
H 3.5914 0.4554 0.8323 -0.40 0.02 0.64
H 4.5412 -0.5128 0.1597 0.06 -0.08 -0.06
O -3.6939 -1.8921 -4.2472 -0.66 0.09 -0.39
H -3.6337 -1.3941 -3.4320 -0.05 0.25 0.25
H -2.9117 -2.4438 -4.2497 0.27 -0.17 0.03
O -3.1273 -1.4658 0.4606 -0.48 -0.24 0.67
H -3.4340 -1.1260 -0.3801 0.00 0.13 -0.47
H -2.1767 -1.3576 0.4309 0.26 0.20 -0.04
O 1.2105 -1.2457 -2.7254 -0.42 -0.36 -0.60
H 2.0398 -1.6390 -2.4534 0.54 0.07 0.23
H 0.8671 -0.8366 -1.9311 -0.18 0.45 0.69
O 4.2190 1.9480 -2.0001 0.09 0.66 -0.75
H 3.7376 1.2635 -2.4649 -0.11 -0.17 -0.04
H 4.1891 1.6807 -1.0814 0.08 -0.34 0.31
O 1.4889 4.2437 3.3177 0.21 0.60 0.45
H 1.1665 3.9118 2.4798 -0.14 -0.26 -0.35
H 1.7024 3.4579 3.8209 0.07 -0.35 0.25
O -0.0522 -1.9811 2.3093 0.05 -0.47 0.41
H -0.3878 -2.8776 2.3109 -0.35 -0.35 -0.12
H 0.0243 -1.7551 1.3824 0.08 0.27 -0.62
O -1.1125 0.4932 2.9507 -0.46 0.49 0.36
H -1.0985 -0.4401 2.7390 0.05 -0.26 0.04
H -0.6282 0.9085 2.2371 0.19 0.19 -0.17
O -2.0502 2.8736 -0.3886 -0.47 0.37 -0.10
H -1.5898 2.0390 -0.3013 0.48 -0.64 0.20
H -2.5311 2.7974 -1.2127 -0.18 -0.01 -0.26
O -1.4935 5.5757 -0.8345 0.14 0.53 -0.11
H -1.5938 4.6239 -0.8224 -0.05 -0.48 0.31
H -1.9589 5.8561 -1.6225 -0.03 0.19 -0.16
O 1.8417 1.3564 4.5851 0.00 0.54 0.96
H 2.3219 0.7111 5.1040 0.10 -0.03 0.13
H 1.8413 0.9983 3.6974 -0.12 -0.03 -0.65
O 0.5467 3.0950 0.9776 0.17 0.05 0.04
H 0.0120 3.7136 0.4800 -0.23 0.31 0.00
H 0.4894 2.2770 0.4840 0.17 -0.38 -0.19
```
Forces are in eV/Å.

Calculated values
Frontier orbital gap   9.0516 eV
Energy relative to the best compared isomer or geometry (same formula, charge and spin)   194.5 kJ/mol
Charge   -1

Results of the Mulliken charge analysis, in e, for atoms 1 through 2:
1 Cl -0.792
2 O -0.630


Summary of E_LUMO in eV
-1.2068; -0.9733; 1.5901
(order as listed above)